[1]
This record from the Open Molecules 2025 dataset describes a single C3H8O3 molecule at a distorted geometry. The level of theory is the ωB97M-V functional and the def2-TZVPD basis.

As for the spin multiplicity: 1. Its structure (SMILES) is OCC(O)CO. The net charge is 0. The value obtained for the frontier orbital gap is 10.63 eV. The energy above the lowest of the compared OMol25 structures with the same formula, charge and spin is 1.4816 eV.

Structure (XYZ):
```
14
Properties=species:S:1:pos:R:3:forces:R:3
C -0.019 1.341 0.086 0.0 0.2 1.5
C 0.581 0.054 -0.453 0.7 0.1 -1.6
C -0.014 -1.206 0.101 -0.2 0.5 0.4
H -1.861 0.781 0.056 0.7 1.3 -0.8
H 0.049 1.356 1.209 0.2 -0.3 -0.5
H 0.569 2.198 -0.220 0.2 0.0 -0.4
H 0.402 0.007 -1.555 0.2 0.3 0.7
H 2.198 0.325 0.649 -0.3 -0.4 -1.3
H 0.435 -2.102 -0.286 0.6 -0.3 -0.4
H 0.147 -1.214 1.183 -0.3 0.0 0.3
H -1.750 -2.011 0.059 -0.1 0.8 -0.4
O -1.352 1.585 -0.263 -1.1 -1.4 0.3
O 1.999 0.054 -0.286 0.1 0.4 1.4
O -1.385 -1.168 -0.279 -0.6 -1.3 0.9
```
Positions in Å, forces in eV/Å.

Mulliken population analysis, charges in e, atoms 1 to 4:
1 C -0.649
2 C 0.281
3 C -0.558
4 H 0.359



[2]
This record from the Open Molecules 2025 dataset describes 2 unconnected molecules or ions with the total composition C3H8O3 at a distorted geometry. The level of theory is the ωB97M-V functional and the def2-TZVPD basis.

As for the spin multiplicity: 1. Its structure (SMILES) is O=CO.CCO. The net charge is 0. The value obtained for the frontier orbital gap is 11.04 eV. The energy above the lowest of the compared OMol25 structures with the same formula, charge and spin is 2.2387 eV.

Structure (XYZ):
```
14
Properties=species:S:1:pos:R:3:forces:R:3
C 0.586 -0.860 1.010 -3.7 -2.8 -1.9
O -0.476 -1.270 1.934 0.3 -2.6 -0.9
C 0.149 -1.252 -0.473 1.4 1.8 -0.2
H 0.577 0.183 0.981 1.0 1.5 0.9
H 1.402 -1.497 1.168 1.9 0.3 0.9
H -0.610 -2.294 1.764 0.4 3.2 0.6
H 0.106 -0.275 -1.061 -0.5 -1.4 0.5
H 1.009 -1.767 -0.984 -1.2 -0.1 0.5
H -0.825 -1.763 -0.432 0.6 0.0 -0.5
O -1.083 2.257 -2.211 0.9 -0.9 1.9
C -0.701 2.042 -1.087 0.7 1.9 -0.4
O 0.630 2.302 -0.661 -1.9 -0.7 -3.9
H -1.342 1.822 -0.196 0.2 -0.3 -0.7
H 0.579 2.372 0.249 0.1 0.1 3.1
```
Positions in Å, forces in eV/Å.

Mulliken population analysis, charges in e, atoms 1 to 4:
1 C -0.030
2 O -0.564
3 C -0.687
4 H 0.031



[3]
This record from the Open Molecules 2025 dataset describes a single C3H8O3 molecule. The level of theory is the ωB97M-V functional and the def2-TZVPD basis.

As for the spin multiplicity: 1. Its structure (SMILES) is OCC(O)CO. The net charge is 0. The value obtained for the frontier orbital gap is 11.02 eV. The energy above the lowest of the compared OMol25 structures with the same formula, charge and spin is 1.1568 eV.

Structure (XYZ):
```
14
Properties=species:S:1:pos:R:3:forces:R:3
O 1.540 1.556 0.057 0.2 0.0 0.1
C 1.147 0.222 -0.257 0.0 -0.3 -0.1
C -0.363 0.197 -0.541 0.1 -0.2 -0.1
O -1.020 1.121 0.306 0.1 0.2 0.0
C -0.958 -1.168 -0.210 0.0 0.0 -0.3
O -0.843 -1.426 1.171 -0.1 0.2 0.2
H 1.989 1.548 0.909 0.0 0.1 -0.2
H 1.706 -0.121 -1.138 -0.1 0.0 0.1
H 1.357 -0.458 0.577 0.0 0.2 -0.1
H -0.554 0.442 -1.598 0.0 0.0 0.2
H -0.396 1.861 0.397 -0.2 -0.1 0.1
H -2.009 -1.189 -0.531 0.1 0.0 0.0
H -0.424 -1.966 -0.738 0.0 0.1 0.0
H -1.171 -0.618 1.596 0.1 -0.2 0.0
```
Positions in Å, forces in eV/Å.

Mulliken population analysis, charges in e, atoms 1 to 4:
1 O -0.571
2 C -0.499
3 C 0.254
4 O -0.598



[4]
This record from the Open Molecules 2025 dataset describes 2 unconnected molecules or ions with the total composition C3H8O3S2 at a distorted geometry. The level of theory is the ωB97M-V functional and the def2-TZVPD basis.

As for the spin multiplicity: 1. Its structure (SMILES) is O=C(O)CCSS.O. The net charge is 0. The value obtained for the frontier orbital gap is 9.58 eV. The energy above the lowest of the compared OMol25 structures with the same formula, charge and spin is 0.4229 eV.

Structure (XYZ):
```
16
Properties=species:S:1:pos:R:3:forces:R:3
C -0.352 -0.149 -0.292 -0.9 -1.2 -0.8
C -1.126 -0.257 -1.625 0.7 -0.3 0.7
O -0.280 -0.126 -2.667 0.6 -0.2 -0.1
O -2.292 -0.484 -1.717 -0.4 -0.1 -0.3
C -1.088 -0.944 0.776 -0.3 1.3 0.5
S -0.485 -0.623 2.486 0.2 -0.9 0.2
S 0.024 1.315 2.708 -0.3 0.7 0.0
H 0.605 -0.640 -0.462 0.3 0.6 0.0
H -0.310 0.905 -0.032 0.4 0.1 0.2
H -0.557 -0.609 -3.460 -0.5 0.4 0.2
H -1.028 -2.024 0.708 0.3 -0.2 -0.3
H -2.139 -0.689 0.728 -0.2 0.1 0.1
H 1.367 1.327 2.576 -0.1 -0.3 -0.3
H 1.869 0.968 -0.269 0.1 0.4 0.0
H 3.154 0.631 0.411 0.2 0.2 0.0
O 2.637 1.398 0.130 -0.1 -0.5 0.0
```
Positions in Å, forces in eV/Å.

Mulliken population analysis, charges in e, atoms 1 to 4:
1 C -0.409
2 C 0.400
3 O -0.446
4 O -0.520



[5]
This record from the Open Molecules 2025 dataset describes a single C3H8O3S2 molecule at a distorted geometry. The level of theory is the ωB97M-V functional and the def2-TZVPD basis.

As for the spin multiplicity: 1. The net charge is 0. The value obtained for the frontier orbital gap is 8.77 eV. The energy above the lowest of the compared OMol25 structures with the same formula, charge and spin is 3.6140 eV.

Structure (XYZ):
```
16
Properties=species:S:1:pos:R:3:forces:R:3
C 2.909 1.074 0.864 -0.2 0.2 0.5
C -2.944 -0.707 -0.086 -0.7 -0.3 0.5
C 1.116 -1.216 -0.935 -1.4 1.3 1.7
O -0.662 -1.562 1.374 -0.1 -0.7 0.6
O 3.197 0.268 -0.257 0.1 -0.6 -0.7
O -1.681 -0.360 -0.602 1.3 0.0 -0.2
S 2.703 -1.311 -0.190 -0.2 0.3 0.1
S -0.420 -0.449 0.485 1.3 -0.1 -2.0
H 3.354 2.045 0.649 -0.1 0.0 0.1
H 3.349 0.659 1.778 0.0 0.0 -0.1
H 1.829 1.181 1.008 0.1 0.1 0.0
H -2.881 -1.641 0.480 -0.1 0.1 -0.1
H -3.614 -0.835 -0.935 0.1 0.0 0.0
H -3.327 0.083 0.569 0.0 0.0 -0.1
H 1.071 -0.538 -1.772 0.0 0.1 -0.3
H 0.745 -2.205 -1.138 -0.2 -0.4 -0.1
```
Positions in Å, forces in eV/Å.

Mulliken population analysis, charges in e, atoms 1 to 4:
1 C -0.462
2 C -0.660
3 C -0.705
4 O -0.559



[6]
This record from the Open Molecules 2025 dataset describes 2 unconnected molecules or ions with the total composition C3H8O4 at a distorted geometry. The level of theory is the ωB97M-V functional and the def2-TZVPD basis.

As for the spin multiplicity: 1. The net charge is 0. The value obtained for the frontier orbital gap is 9.90 eV. The energy above the lowest of the compared OMol25 structures with the same formula, charge and spin is 8.0229 eV.

Structure (XYZ):
```
15
Properties=species:S:1:pos:R:3:forces:R:3
C -1.386 0.129 -1.124 -0.6 3.6 -0.7
C -0.712 0.051 1.260 -1.6 2.6 -1.0
C -0.375 0.596 -0.133 -3.5 -3.1 1.0
O 2.729 -0.638 -0.420 -0.5 0.9 0.3
O 1.416 1.450 0.574 2.2 1.0 1.5
O 1.415 -1.226 -0.257 0.1 -0.8 -0.2
O 0.540 1.323 -0.442 0.4 0.8 -1.3
H -2.326 0.732 -0.934 0.7 -0.8 0.3
H -1.199 0.437 -2.173 0.4 -1.0 0.5
H -1.558 -0.856 -0.808 -0.4 -1.5 -0.7
H -0.853 0.941 1.900 0.3 -0.3 -0.1
H -0.072 -0.599 1.742 1.9 -1.0 0.6
H -1.688 -0.448 1.217 0.2 0.2 -0.2
H 2.469 0.287 -0.066 0.4 -0.9 -0.1
H 1.600 -2.178 -0.336 0.2 0.5 0.0
```
Positions in Å, forces in eV/Å.

Mulliken population analysis, charges in e, atoms 1 to 4:
1 C -1.295
2 C -1.113
3 C 1.027
4 O -0.404



[7]
This record from the Open Molecules 2025 dataset describes 2 unconnected molecules or ions with the total composition C3H8O7PS at a distorted geometry. The level of theory is the ωB97M-V functional and the def2-TZVPD basis.

As for the spin multiplicity: 1. The net charge is +1. The value obtained for the frontier orbital gap is 7.24 eV.

Structure (XYZ):
```
20
Properties=species:S:1:pos:R:3:forces:R:3
C 0.681 2.415 -0.022 6.5 -6.4 -3.8
C 1.709 1.554 -0.513 -7.3 4.9 1.3
O 2.472 0.692 -1.476 -3.2 0.8 4.7
P 2.397 -0.981 -1.002 4.6 -4.7 -4.9
O 2.727 -1.876 -2.302 -1.8 4.3 6.0
O 3.731 -1.222 0.142 -5.2 2.1 -0.4
O 0.934 -1.455 -0.186 0.9 2.1 -1.8
S -0.421 -1.450 -1.221 -2.8 -5.1 -5.7
C -1.742 -0.393 -0.334 0.2 0.6 1.8
O -0.973 -2.926 -1.240 2.3 6.3 1.2
O -0.144 -0.940 -2.656 -0.5 -0.7 6.2
H -0.296 3.002 0.333 3.2 -1.5 -0.9
H 3.365 -0.777 0.986 1.3 -1.0 -1.3
H -2.818 -0.810 -0.531 2.4 0.6 -0.2
H -1.540 -0.554 0.831 -0.2 0.0 -2.7
H -1.610 0.752 -0.578 -0.2 -2.5 0.2
O -2.136 1.206 2.223 -0.1 0.3 0.6
H -2.333 2.164 2.384 0.1 -0.4 0.0
H -2.795 0.620 2.675 0.2 0.2 -0.2
H -1.208 0.979 2.487 -0.3 0.1 -0.1
```
Positions in Å, forces in eV/Å.

Mulliken population analysis, charges in e, atoms 1 to 4:
1 C -0.361
2 C 0.099
3 O -0.190
4 P 0.895



Calculated molecular weight, 92.1; 92.1; 92.1; 156.2; 156.2; 108.1; 219.1 g mol⁻¹ (same order as the records).